The following is a quantum chemistry calculation of an isolated molecule of C7H10O2, from OMol25.

Structure (ORCA input):
```
! wB97M-V def2-TZVPD RIJCOSX def2/J DEFGRID3
* xyz 0 1
C 1.580 0.980 -0.191
C 0.365 1.625 -0.221
C -0.943 1.116 0.319
C -1.898 0.303 -0.549
O -1.573 -1.162 -0.349
C -0.227 -0.921 -0.060
C 1.126 -1.465 -0.073
O 2.010 -0.290 -0.149
C -0.426 -0.108 1.284
H 2.552 1.549 -0.455
H 0.473 2.737 -0.476
H -1.407 2.020 0.858
H -2.913 0.430 -0.309
H -1.695 0.516 -1.634
H -0.025 -0.242 -0.895
H 1.312 -2.110 -1.007
H 1.427 -1.979 0.847
H -1.145 -0.540 2.043
H 0.457 0.055 1.948
*
```

Computed properties:
SMILES string: C1=C[C@H]2CO[C@H](CO1)C2
ΔE to the lowest compared entry with this formula, charge and spin: 114.16 kcal per mole
HOMO energy: -0.3089 Eh
Orbital gap: 9.34 eV

***

The following is a quantum chemistry calculation of C9H12Cl2IrN6O2S3 as an isolated structure, from OMol25.

Structure (ORCA input):
```
! wB97M-V def2-TZVPD RIJCOSX def2/J DEFGRID3
* xyz 1 1
Ir -0.551 0.083 0.233
O 1.066 1.425 0.966
N 1.919 1.965 0.114
C 2.924 2.711 0.620
C 3.828 3.335 -0.197
C 3.716 3.185 -1.578
C 2.701 2.402 -2.078
C 1.792 1.786 -1.217
S 0.512 0.807 -1.840
H 2.938 2.773 1.697
H 4.613 3.929 0.247
H 4.414 3.673 -2.242
H 2.578 2.240 -3.140
C -3.338 -0.945 -3.144
O -2.421 -2.022 -2.906
C -1.921 -2.264 -1.715
S -0.842 -3.501 -1.507
S -2.405 -1.387 -0.287
H -3.956 -1.251 -3.983
H -2.780 -0.044 -3.400
H -3.964 -0.754 -2.276
N 1.596 -3.595 3.258
N 1.453 -2.902 2.103
N 2.334 -2.972 1.130
C 1.869 -2.087 0.271
N 0.749 -1.535 0.739
N 0.493 -2.058 1.918
H 2.243 -4.363 3.162
H 0.716 -3.803 3.704
H 2.315 -1.857 -0.680
Cl -1.838 0.646 2.542
C -3.057 1.575 1.646
Cl -2.339 2.067 0.101
H -3.332 2.459 2.210
H -3.907 0.931 1.446
*
```

Computed properties:
ΔE to the lowest compared entry with this formula, charge and spin: 57.18 kcal per mole
HOMO energy (alpha / beta): -0.3776 / -0.3776 Eh
Orbital gap (alpha / beta): 5.83 / 5.83 eV

***

The following is a quantum chemistry calculation of a 14-piece molecular cluster, C16H59N4O15 overall, from OMol25.

Structure (ORCA input):
```
! wB97M-V def2-TZVPD RIJCOSX def2/J DEFGRID3
* xyz 1 1
N 1.781 0.415 -0.807
C 2.392 -0.774 -0.988
N 3.713 -0.958 -1.166
C 3.884 -2.271 -1.298
C 5.193 -2.991 -1.494
O 5.975 -2.448 -2.512
O 6.538 -1.237 -2.006
N 2.710 -2.906 -1.204
N 1.761 -1.959 -1.020
H 1.310 0.630 0.057
H 1.845 1.109 -1.543
H 4.989 -4.018 -1.805
H 5.725 -3.010 -0.538
H 6.101 -0.572 -2.560
H 2.511 -3.897 -1.242
H 0.773 -2.144 -0.913
C 3.860 -1.966 2.647
O 3.509 -0.678 2.139
H 3.957 -1.879 3.726
H 3.088 -2.710 2.434
H 4.817 -2.300 2.236
H 3.424 -0.776 1.189
C -0.892 1.946 -1.979
O 0.207 2.114 -2.872
H -0.578 2.265 -0.990
H -1.744 2.558 -2.275
H -1.199 0.894 -1.937
H -0.095 1.841 -3.749
C -3.760 3.288 0.166
O -2.374 3.603 0.282
H -4.061 3.464 -0.864
H -3.948 2.238 0.412
H -4.367 3.921 0.811
H -2.101 3.446 1.195
C -2.648 2.581 -5.534
O -1.522 1.701 -5.519
H -2.261 3.594 -5.464
H -3.211 2.482 -6.463
H -3.312 2.395 -4.687
H -1.849 0.800 -5.595
C 2.079 -1.871 -5.300
O 3.019 -2.535 -4.443
H 2.502 -1.876 -6.300
H 1.124 -2.398 -5.314
H 1.934 -0.835 -4.983
H 2.652 -2.540 -3.559
C -7.807 4.236 -0.822
O -6.855 3.672 0.081
H -7.295 4.388 -1.770
H -8.647 3.558 -0.980
H -8.171 5.201 -0.461
H -7.297 3.537 0.925
C 1.393 -5.391 3.483
O 2.800 -5.205 3.545
H 1.075 -5.232 2.454
H 1.123 -6.405 3.785
H 0.880 -4.676 4.132
H 3.052 -5.360 4.464
C -0.017 -5.431 -5.598
O -0.301 -4.149 -6.147
H 0.135 -5.296 -4.528
H -0.847 -6.125 -5.745
H 0.891 -5.860 -6.029
H -0.439 -4.259 -7.092
C 5.089 -0.683 6.535
O 4.724 0.594 6.031
H 5.192 -0.585 7.613
H 4.317 -1.430 6.324
H 6.044 -1.018 6.121
H 4.631 0.533 5.076
C 0.179 4.541 3.032
O -0.205 3.458 2.176
H -0.212 4.329 4.024
H 1.267 4.621 3.089
H -0.247 5.475 2.667
H 0.141 3.649 1.299
C 1.084 -5.052 7.177
O 2.209 -5.792 6.703
H 0.363 -5.002 6.364
H 0.617 -5.547 8.030
H 1.369 -4.036 7.459
H 2.847 -5.836 7.421
C -7.480 0.423 -1.378
O -8.791 0.911 -1.127
H -7.257 0.638 -2.421
H -6.740 0.928 -0.751
H -7.417 -0.657 -1.222
H -9.008 0.728 -0.209
C -1.645 8.302 1.489
O -1.683 6.884 1.361
H -1.747 8.531 2.546
H -0.697 8.713 1.131
H -2.467 8.774 0.946
H -1.605 6.662 0.429
*
```

Computed properties:
HOMO energy: -0.4285 Eh
Orbital gap: 8.24 eV

***

The following is a quantum chemistry calculation of an isolated ion of composition C4H11N2 and charge +1, from OMol25.

Structure (ORCA input):
```
! wB97M-V def2-TZVPD RIJCOSX def2/J DEFGRID3
* xyz 1 1
C -1.527 1.496 0.985
C -0.939 1.419 -0.425
C -0.476 0.046 -0.841
N 0.601 -0.499 0.012
C 1.282 -1.520 -0.404
N 2.187 -2.170 0.317
H -1.066 0.754 1.646
H -2.607 1.388 1.019
H -1.384 2.452 1.490
H -0.086 2.092 -0.581
H -1.681 1.801 -1.126
H -0.064 0.023 -1.853
H -1.332 -0.634 -0.865
H 0.765 -0.106 0.922
H 1.237 -1.767 -1.458
H 2.125 -2.169 1.311
H 2.964 -2.604 -0.151
*
```

Computed properties:
SMILES string: CCCNC=[NH2+]
ΔE to the lowest compared entry with this formula, charge and spin: 15.05 kcal per mole
HOMO energy: -0.5584 Eh
Orbital gap: 11.32 eV

***

The following is a quantum chemistry calculation of a 2-piece molecular cluster, C3H6N2O overall, from OMol25.

Structure (ORCA input):
```
! wB97M-V def2-TZVPD RIJCOSX def2/J DEFGRID3
* xyz 0 1
C 1.256 0.444 0.334
C 0.197 1.095 0.900
N -0.718 1.249 -0.123
C -0.221 0.613 -1.201
N 0.975 0.122 -0.974
H 2.239 0.135 0.643
H 0.146 1.668 1.811
H -1.679 1.551 -0.041
H -0.701 0.490 -2.153
O -0.681 -2.517 0.613
H 0.189 -2.811 0.325
H -1.003 -2.039 -0.134
*
```

Computed properties:
SMILES string: c1c[nH]cn1.O
ΔE to the lowest compared entry with this formula, charge and spin: 23.22 kcal per mole
HOMO energy: -0.3333 Eh
Orbital gap: 9.88 eV

***

The following is a quantum chemistry calculation of an isolated molecule of C19H19N3O4S, from OMol25.

Structure (ORCA input):
```
! wB97M-V def2-TZVPD RIJCOSX def2/J DEFGRID3
* xyz 0 1
C -8.170 -0.247 0.531
O -7.393 0.237 -0.538
C -6.074 0.493 -0.318
C -5.419 0.325 0.898
C -4.072 0.622 1.003
C -3.353 1.089 -0.085
C -1.880 1.381 0.042
C -1.094 0.118 0.037
N -1.455 -0.981 0.582
N -0.582 -1.972 0.473
C 0.499 -1.649 -0.150
N 1.489 -2.541 -0.423
C 2.829 -2.324 -0.684
O 3.507 -3.232 -1.108
C 3.361 -0.968 -0.412
C 4.205 -0.380 -1.342
C 4.772 0.861 -1.125
C 4.514 1.525 0.069
O 5.004 2.742 0.408
C 5.851 3.407 -0.501
C 3.697 0.929 1.033
C 3.121 -0.309 0.810
O 2.333 -0.958 1.705
C 2.017 -0.326 2.924
S 0.499 0.018 -0.728
C -4.009 1.248 -1.299
C -5.352 0.959 -1.417
H -8.207 0.469 1.358
H -9.173 -0.382 0.128
H -7.795 -1.208 0.898
H -5.944 -0.038 1.767
H -3.571 0.477 1.948
H -1.687 1.906 0.984
H -1.539 2.016 -0.777
H 1.207 -3.515 -0.392
H 4.405 -0.913 -2.259
H 5.409 1.290 -1.880
H 6.113 4.349 -0.023
H 5.341 3.610 -1.448
H 6.762 2.833 -0.693
H 3.541 1.471 1.951
H 2.911 -0.164 3.533
H 1.508 0.629 2.758
H 1.344 -1.010 3.437
H -3.465 1.605 -2.162
H -5.869 1.083 -2.355
*
```

Computed properties:
SMILES string: COc1ccc(Cc2nnc(NC(=O)c3ccc(OC)cc3OC)s2)cc1
ΔE to the lowest compared entry with this formula, charge and spin: 61.35 kcal per mole
HOMO energy: -0.3061 Eh
Orbital gap: 8.75 eV

***

E_tot / hartree: -423.01799; -3048.08700; -1992.04654; -268.28091; -302.65610; -1598.80670
Max |F| / Eh/bohr: 0.0731; 0.0402; 0.0127; 0.0297; 0.0206; 0.0352